No. 1
143
Properties=species:S:1:pos:R:3:mulliken_charge:R:1 method="wB97M-V/def2-TZVPD" homo_energy_ha=-0.381 mol_weight_g_mol=1174.0 total_charge=+1 homo_lumo_gap_ev=6.507 e_above_lowest_kcal_mol=0.0
C 0.834 1.706 1.983 -1.1114
C 0.943 1.482 0.461 -0.8409
C 1.000 -0.024 0.219 0.0354
Br 0.610 -0.475 -1.600 -0.1841
S 2.597 -0.675 0.810 0.3857
N 3.429 -1.171 -0.582 -0.1609
C 4.312 -2.033 -0.297 0.3963
S 5.382 -3.076 0.032 -0.2368
H -0.165 2.069 2.197 0.2849
H 1.586 2.405 2.331 0.2824
H 0.936 0.765 2.530 0.4263
H 1.855 1.921 0.057 0.4743
H 0.088 1.896 -0.059 0.4739
H 0.251 -0.501 0.845 0.4720
H 3.204 0.491 1.132 0.2141
C -3.215 -0.185 -0.095 0.6827
O -2.510 0.385 0.743 -0.5133
N -2.606 -0.839 -1.148 -0.2473
N -4.557 -0.204 -0.070 -0.0475
H -3.084 -1.342 -1.874 0.1452
H -1.606 -0.753 -1.158 -0.2326
H -5.024 0.289 0.673 0.0852
H -5.121 -0.676 -0.761 0.1270
C 7.151 1.113 -0.769 0.6324
O 6.841 1.920 0.097 -0.6659
N 6.370 0.009 -1.002 -0.1695
N 8.257 1.240 -1.544 -0.2646
H 6.574 -0.676 -1.706 0.1548
H 5.561 -0.104 -0.434 0.0437
H 8.838 2.042 -1.391 0.1471
H 8.531 0.585 -2.252 0.1147
C -1.965 1.944 -3.800 0.6332
O -1.092 1.097 -3.998 -0.7143
N -2.890 1.790 -2.817 -0.2222
N -2.031 3.089 -4.537 -0.3859
H -3.595 2.464 -2.588 0.1112
H -2.815 0.935 -2.287 0.2111
H -1.347 3.215 -5.260 0.2494
H -2.724 3.798 -4.391 0.1519
C -2.362 1.188 4.853 0.5931
O -2.504 1.625 5.985 -0.7126
N -2.662 1.907 3.738 -0.0194
N -1.881 -0.081 4.620 -0.2972
H -2.555 1.545 2.806 0.1094
H -3.016 2.847 3.864 0.1061
H -1.650 -0.637 5.420 0.1904
H -1.763 -0.468 3.703 0.1683
C -7.201 2.713 1.126 0.7236
O -6.398 1.923 0.645 -0.6635
N -7.802 2.486 2.328 -0.4063
N -7.574 3.858 0.485 -0.4367
H -8.489 3.093 2.735 0.1208
H -7.545 1.653 2.824 0.2268
H -7.159 4.042 -0.408 0.2045
H -8.241 4.506 0.857 0.1625
C 2.666 2.351 -4.838 0.5509
O 2.382 2.491 -6.013 -0.6567
N 3.943 2.548 -4.367 -0.3301
N 1.742 1.987 -3.896 -0.1122
H 4.204 2.447 -3.406 0.1391
H 4.639 2.820 -5.035 0.2005
H 0.793 1.826 -4.204 0.1039
H 1.963 1.869 -2.927 0.1023
C -4.329 5.395 3.994 0.7374
O -3.340 4.752 3.673 -0.7238
N -5.036 5.111 5.125 -0.3928
N -4.789 6.442 3.246 -0.4435
H -5.848 5.621 5.414 0.1621
H -4.709 4.349 5.691 0.2216
H -4.281 6.669 2.413 0.2147
H -5.593 6.986 3.492 0.1541
C -7.455 -2.770 -1.740 0.5647
O -6.884 -1.742 -1.390 -0.6952
N -7.114 -3.999 -1.272 -0.2327
N -8.492 -2.743 -2.633 -0.4102
H -7.562 -4.856 -1.542 0.1866
H -6.358 -4.055 -0.618 0.1525
H -8.761 -1.851 -3.000 0.2172
H -8.976 -3.565 -2.939 0.1626
C 0.768 -3.467 1.657 0.7033
O 0.793 -2.325 2.117 -0.6427
N 1.125 -4.556 2.393 -0.4666
N 0.398 -3.694 0.369 -0.1594
H 1.112 -5.491 2.033 0.1550
H 1.400 -4.401 3.344 0.2352
H 0.142 -2.867 -0.126 0.0934
H 0.394 -4.586 -0.089 0.1707
C 9.812 4.257 2.362 0.5486
O 10.219 4.957 3.272 -0.6478
N 10.589 3.944 1.276 -0.2788
N 8.550 3.725 2.352 -0.2714
H 10.279 3.366 0.520 0.1371
H 11.518 4.317 1.256 0.1760
H 7.968 3.936 3.138 0.1387
H 8.186 3.146 1.615 0.2183
C 6.243 -6.999 -2.181 0.6535
O 6.447 -6.274 -3.139 -0.6250
N 6.585 -8.325 -2.179 -0.3928
N 5.656 -6.540 -1.033 -0.2543
H 6.428 -8.937 -1.403 0.1590
H 7.019 -8.686 -3.006 0.2292
H 5.394 -5.570 -1.015 0.0784
H 5.483 -7.112 -0.230 0.1516
C 2.641 -4.109 -3.102 0.7716
O 2.728 -4.413 -1.914 -0.6219
N 2.381 -2.822 -3.469 -0.1512
N 2.795 -5.004 -4.110 -0.4205
H 2.297 -2.498 -4.415 0.1463
H 2.275 -2.187 -2.705 -0.0225
H 3.011 -5.950 -3.860 0.2300
H 2.729 -4.760 -5.080 0.1553
C 11.328 1.444 -4.149 0.6679
O 11.310 1.738 -2.964 -0.6269
N 10.639 2.159 -5.091 -0.3882
N 12.041 0.379 -4.623 -0.4045
H 10.647 1.939 -6.069 0.1651
H 10.118 2.954 -4.775 0.2157
H 12.562 -0.157 -3.956 0.2193
H 12.077 0.123 -5.591 0.1637
C 2.687 4.847 4.198 0.6344
O 2.349 4.187 3.224 -0.6806
N 3.979 5.245 4.396 -0.3802
N 1.793 5.232 5.152 -0.3745
H 4.276 5.788 5.184 0.1579
H 4.653 4.981 3.705 0.2012
H 0.837 4.951 5.028 0.2191
H 2.041 5.772 5.957 0.1641
C -10.867 0.680 1.933 0.5173
O -10.821 1.597 2.740 -0.6367
N -11.986 -0.092 1.774 -0.3824
N -9.806 0.359 1.134 -0.1926
H -12.049 -0.848 1.120 0.1587
H -12.778 0.124 2.349 0.2317
H -8.982 0.923 1.245 0.1666
H -9.810 -0.384 0.463 0.1332
C -7.594 -7.297 0.398 0.6526
O -7.103 -6.747 -0.581 -0.6831
N -7.782 -8.646 0.452 -0.4195
N -7.989 -6.597 1.502 -0.3419
H -8.181 -9.118 1.240 0.1593
H -7.501 -9.181 -0.347 0.2186
H -7.865 -5.602 1.487 0.2118
H -8.393 -7.024 2.313 0.1754

=====

No. 2
55
Properties=species:S:1:pos:R:3:mulliken_charge:R:1 method="wB97M-V/def2-TZVPD" homo_energy_ha="-0.195 / -0.199" mol_weight_g_mol=820.1 total_charge=-1 homo_lumo_gap_ev="7.232 / 7.349" e_above_lowest_kcal_mol=16.6 s_squared=0.7876 spin_multiplicity=2
Mn -0.513 -0.430 0.308 0.1966
Cl 1.519 -1.701 0.759 -0.0942
C 1.566 -1.745 2.508 0.7158
C 2.782 -2.039 3.094 -0.8401
C 2.859 -2.113 4.475 -0.4108
C 1.716 -1.899 5.230 -0.7331
C 0.515 -1.611 4.606 0.3832
Cl -0.873 -1.361 5.627 -0.2330
C 0.380 -1.512 3.212 0.0777
S -1.144 -1.163 2.439 -0.4782
H 3.650 -2.197 2.470 0.4247
H 3.801 -2.334 4.959 0.3662
H 1.745 -1.950 6.309 0.3938
O -2.499 3.942 -1.634 -0.6171
C -2.694 2.696 -1.161 0.7258
C -2.806 2.424 0.194 -0.4677
C -2.774 1.106 0.585 -0.1105
N -2.677 0.070 -0.269 -0.5606
C -2.767 0.373 -1.565 0.0450
Br -2.895 -1.081 -2.767 -0.1573
C -2.776 1.650 -2.077 -0.3852
H -2.090 4.463 -0.931 0.4046
H -2.766 3.213 0.931 0.3873
H -2.750 0.850 1.635 0.4324
H -2.765 1.837 -3.139 0.4150
I 3.211 4.685 -4.902 0.0287
C 2.439 2.914 -4.099 -0.1184
C 3.051 1.706 -4.404 -0.4593
C 2.544 0.538 -3.856 -0.6629
C 1.437 0.572 -3.017 -0.0721
C 0.832 1.791 -2.736 0.4013
C 1.331 2.971 -3.269 -0.3268
C 0.938 -0.713 -2.381 -0.2499
O 1.494 -1.770 -2.637 -0.7627
O -0.030 -0.548 -1.552 0.0833
H 3.917 1.680 -5.052 0.3707
H 3.006 -0.419 -4.056 0.4963
H -0.032 1.809 -2.086 0.1841
H 0.863 3.916 -3.032 0.4688
O -0.049 3.664 0.504 -0.7365
C 0.581 2.599 0.521 0.0910
O 0.076 1.441 0.572 0.1689
C 2.098 2.689 0.462 0.1387
C 2.707 3.930 0.619 -0.6958
C 4.085 4.066 0.527 -0.5618
C 4.875 2.959 0.260 -0.6782
C 4.246 1.736 0.103 -0.1512
C 2.878 1.571 0.205 0.5856
N 5.085 0.552 -0.188 1.1225
O 6.286 0.719 -0.292 -0.6763
O 4.542 -0.531 -0.219 -0.5819
H 2.070 4.784 0.800 0.4731
H 4.547 5.036 0.654 0.3971
H 5.948 3.026 0.168 0.5087
H 2.426 0.599 0.073 0.3347

=====

No. 3
7
Properties=species:S:1:pos:R:3:mulliken_charge:R:1 method="wB97M-V/def2-TZVPD" homo_energy_ha=-0.420 mol_weight_g_mol=66.0 total_charge=0 homo_lumo_gap_ev=12.167 e_above_lowest_kcal_mol=82.6 smiles=OOCF
C -0.035 0.754 0.171 0.1406
O -0.524 -1.494 -0.215 -0.3530
O -0.198 -0.480 0.754 -0.1986
F 1.031 0.622 -0.858 -0.3177
H -0.885 1.089 -0.328 0.2129
H 0.300 1.469 1.027 0.1721
H 0.311 -1.961 -0.551 0.3438

=====

No. 4
18
Properties=species:S:1:pos:R:3:mulliken_charge:R:1 method="wB97M-V/def2-TZVPD" homo_energy_ha=-0.264 mol_weight_g_mol=97.2 total_charge=0 homo_lumo_gap_ev=8.003 e_above_lowest_kcal_mol=105.9
C -2.011 -0.116 0.608 -1.0322
C -0.878 -0.758 -0.157 0.0197
C -0.739 -0.423 -1.539 -0.7873
C 1.066 0.741 0.764 -0.4567
C 2.449 0.116 0.781 -1.1259
C 0.681 1.352 -0.397 0.5354
N 0.268 1.603 -1.482 -0.7061
H -2.087 -0.491 1.630 0.2907
H -2.971 -0.288 0.106 0.3781
H -1.855 0.967 0.635 0.2676
H -0.210 -1.476 0.301 0.4468
H -1.404 -1.494 -1.118 0.2350
H 0.064 -0.855 -2.125 0.3564
H -1.507 0.149 -2.041 0.3444
H 0.674 1.123 1.705 0.3206
H 3.241 0.844 1.013 0.3207
H 2.529 -0.691 1.519 0.3304
H 2.690 -0.304 -0.203 0.2624